A molecular structure, C4H6FeO7 at a distorted geometry, computed with ωB97M-V/def2-TZVPD.

The total energy comes out at -52956.5997 eV. The value obtained for the frontier orbital gap (spin up / spin down) is 8.480 / 9.017 eV. The net charge is +1. For the relative energy (zero: lowest compared OMol25 entry of this formula, charge and spin), the calculation gives 0.0 kJ/mol. The spin multiplicity is 6. The HOMO energy (spin up / spin down) comes out at -11.80 / -14.36 eV. As for the maximum force: 3.08 eV/A.

Atoms and positions in Å:
O1 0.811 -1.042 -0.965
C1 0.511 -0.006 -0.110
C2 -0.894 -0.160 0.456
O2 -0.985 -1.338 1.248
C3 -0.371 -1.290 2.421
O3 0.512 -0.488 2.652
O4 -0.591 -2.407 3.078
H1 1.763 -1.189 -1.030
H2 1.357 0.271 0.526
H3 -1.620 -0.300 -0.353
H4 -1.124 0.717 1.070
H5 -0.032 -2.447 3.866
O5 -0.123 0.423 -2.917
C4 0.082 1.469 -2.171
O6 0.436 1.341 -0.920
O7 -0.055 2.595 -2.652
Fe1 0.207 4.256 -1.758
H6 0.115 -0.403 -2.439

Atom-resolved charges from Mulliken, all expressed in e: atom 1 (O): -0.556, atom 2 (C): 0.004, atom 3 (C): -0.349, atom 4 (O): -0.342, atom 5 (C): 0.713, atom 6 (O): -0.564, atom 7 (O): -0.415, atom 8 (H): 0.358, atom 9 (H): 0.457, atom 10 (H): 0.273, atom 11 (H): 0.374, atom 12 (H): 0.387, atom 13 (O): -0.438, atom 14 (C): 0.950, atom 15 (O): -0.473, atom 16 (O): -0.531, atom 17 (Fe): 0.589, atom 18 (H): 0.564

***

A molecular structure, C4H6GaMgO5 at a distorted geometry, computed with ωB97M-V/def2-TZVPD.

The total energy comes out at -72299.8287 eV. The value obtained for the frontier orbital gap (spin up / spin down) is 5.078 / 6.373 eV. The net charge is 0. For the relative energy (zero: lowest compared OMol25 entry of this formula, charge and spin), the calculation gives 0.0 kJ/mol. The spin multiplicity is 2. The HOMO energy (spin up / spin down) comes out at -6.22 / -6.63 eV. As for the maximum force: 3.32 eV/A.

Atoms and positions in Å:
O1 -0.329 -2.330 -0.714
C1 0.662 -1.816 -1.541
C2 0.763 -0.295 -1.437
O2 0.771 -0.015 -0.036
C3 0.713 1.312 0.436
Ga1 -0.509 -1.207 0.784
H1 0.488 -2.056 -2.608
H2 1.655 -2.238 -1.278
H3 -0.117 0.193 -1.887
H4 1.684 0.104 -1.889
H5 -0.168 1.853 0.059
H6 1.686 1.799 0.295
O3 0.347 0.955 1.997
C4 -0.995 0.904 2.361
O4 -1.634 -0.204 1.912
O5 -1.708 1.982 2.285
Mg1 -3.308 1.058 1.261

Atom-resolved charges from Mulliken, all expressed in e: atom 1 (O): -0.433, atom 2 (C): -0.417, atom 3 (C): -0.444, atom 4 (O): 0.027, atom 5 (C): -0.224, atom 6 (Ga): 0.017, atom 7 (H): 0.332, atom 8 (H): 0.239, atom 9 (H): 0.342, atom 10 (H): 0.331, atom 11 (H): 0.273, atom 12 (H): 0.304, atom 13 (O): -0.403, atom 14 (C): 0.738, atom 15 (O): -0.209, atom 16 (O): -0.737, atom 17 (Mg): 0.265

***

A molecular structure, C4H6GaO3 at a distorted geometry, computed with ωB97M-V/def2-TZVPD.

The total energy comes out at -62698.8989 eV. The value obtained for the frontier orbital gap (spin up / spin down) is 3.260 / 5.465 eV. The net charge is +4. The spin multiplicity is 2. The HOMO energy (spin up / spin down) comes out at -28.13 / -30.32 eV. As for the maximum force: 7.43 eV/A.

Atoms and positions in Å:
C1 2.184 -0.067 0.160
C2 1.035 -0.864 0.286
O1 3.296 -0.556 0.541
H1 2.134 0.798 -0.522
H2 1.045 -1.856 0.740
H3 4.068 -0.010 0.309
O2 -0.118 -0.278 -0.028
C3 -1.317 -0.835 0.180
O3 -2.256 -0.042 -0.082
Ga1 -1.899 -2.454 1.121
C4 -2.066 1.316 -0.593
H4 -1.478 1.887 0.130
H5 -1.552 1.248 -1.556
H6 -3.077 1.715 -0.686

Atom-resolved charges from Mulliken, all expressed in e: atom 1 (C): -0.138, atom 2 (C): 0.231, atom 3 (O): -0.138, atom 4 (H): 0.418, atom 5 (H): 0.312, atom 6 (H): 0.468, atom 7 (O): -0.087, atom 8 (C): 0.901, atom 9 (O): -0.078, atom 10 (Ga): 1.548, atom 11 (C): -0.533, atom 12 (H): 0.391, atom 13 (H): 0.392, atom 14 (H): 0.311

***

A molecular structure, C4H6GdO2 at a distorted geometry, computed with ωB97M-V/def2-TZVPD.

The total energy comes out at -29135.9359 eV. The value obtained for the frontier orbital gap (spin up / spin down) is 9.293 / 6.374 eV. The net charge is +3. For the relative energy (zero: lowest compared OMol25 entry of this formula, charge and spin), the calculation gives 276.4 kJ/mol. The spin multiplicity is 8. The HOMO energy (spin up / spin down) comes out at -24.00 / -22.71 eV. As for the maximum force: 2.40 eV/A.

Atoms and positions in Å:
H1 0.820 -0.559 1.289
O1 2.662 0.568 0.328
C1 1.388 0.584 0.526
C2 0.621 -0.465 -0.056
C3 -0.828 -0.902 -0.126
C4 -1.931 0.083 -0.015
O2 -1.763 1.298 0.045
Gd1 -0.103 2.526 -0.566
H2 2.940 1.202 -0.350
H3 1.174 -0.905 -0.899
H4 -1.012 -1.632 0.680
H5 -1.031 -1.479 -1.046
H6 -2.938 -0.317 0.191

Atom-resolved charges from Mulliken, all expressed in e: atom 1 (H): 0.351, atom 2 (O): -0.194, atom 3 (C): -0.128, atom 4 (C): -0.059, atom 5 (C): -0.659, atom 6 (C): 0.308, atom 7 (O): -0.610, atom 8 (Gd): 1.901, atom 9 (H): 0.352, atom 10 (H): 0.338, atom 11 (H): 0.495, atom 12 (H): 0.433, atom 13 (H): 0.474

***

C4H6INO in the gas phase at a distorted geometry, computed with ωB97M-V/def2-TZVPD.

The total energy comes out at -15880.2981 eV. The value obtained for the frontier orbital gap (spin up / spin down) is 9.053 / 9.052 eV. The net charge is 0. For the relative energy (zero: lowest compared OMol25 entry of this formula, charge and spin), the calculation gives 339.6 kJ/mol. The HOMO energy (spin up / spin down) comes out at -8.63 / -8.63 eV. As for the maximum force: 3.71 eV/A.

Atoms and positions in Å:
C1 -0.534 1.580 -0.480
C2 -0.463 1.298 1.006
C3 0.495 -0.607 0.070
C4 0.195 -1.996 -0.535
N1 -0.213 0.800 -1.386
O1 -0.327 -0.165 1.027
I1 2.545 -0.147 0.171
H1 -1.124 2.564 -0.809
H2 0.417 1.790 1.650
H3 -1.344 1.557 1.567
H4 0.499 -1.882 -1.650
H5 -0.924 -2.038 -0.584
H6 0.781 -2.754 -0.048

Atom-resolved charges from Mulliken, all expressed in e: atom 1 (C): 0.242, atom 2 (C): -0.465, atom 3 (C): 0.257, atom 4 (C): -1.079, atom 5 (N): -0.523, atom 6 (O): -0.351, atom 7 (I): 0.098, atom 8 (H): 0.279, atom 9 (H): 0.230, atom 10 (H): 0.291, atom 11 (H): 0.338, atom 12 (H): 0.291, atom 13 (H): 0.393

***

A molecular structure, C4H6IrO2 at a distorted geometry, computed with ωB97M-V/def2-TZVPD.

The total energy comes out at -11167.3933 eV. The value obtained for the frontier orbital gap (spin up / spin down) is 5.893 / 7.940 eV. The net charge is 0. For the relative energy (zero: lowest compared OMol25 entry of this formula, charge and spin), the calculation gives 86.7 kJ/mol. The spin multiplicity is 6. The HOMO energy (spin up / spin down) comes out at -6.61 / -9.13 eV. As for the maximum force: 3.56 eV/A.

Atoms and positions in Å:
O1 0.664 -3.151 1.096
C1 0.330 -2.380 0.089
H1 -0.100 -3.802 1.372
H2 -0.752 -2.575 -0.149
C2 0.740 0.081 0.026
C3 -0.139 0.810 -0.704
C4 -0.628 2.185 -0.287
O2 0.031 2.716 0.806
Ir1 1.483 1.611 1.296
H3 -0.569 0.450 -1.656
H4 1.206 -0.899 -0.596
H5 -1.727 2.112 -0.110
H6 -0.538 2.844 -1.182

Atom-resolved charges from Mulliken, all expressed in e: atom 1 (O): -0.470, atom 2 (C): -0.269, atom 3 (H): 0.368, atom 4 (H): 0.197, atom 5 (C): -0.731, atom 6 (C): -0.128, atom 7 (C): -0.023, atom 8 (O): -0.569, atom 9 (Ir): 0.557, atom 10 (H): 0.312, atom 11 (H): 0.270, atom 12 (H): 0.250, atom 13 (H): 0.234